Entry from the Open Molecules 2025 dataset: a single C4H7NO2 molecule (ωB97M-V/def2-TZVPD).

CARTESIAN COORDINATES (ANGSTROEM)
1 O -1.7970 -0.6473 -1.4515
2 N -0.8852 0.4509 -1.4437
3 C -0.1110 0.2845 -0.2847
4 C 1.0075 1.1208 0.2457
5 C 1.1488 -0.0088 1.3279
6 C -0.0097 -0.6793 0.6327
7 O -0.6727 -1.8251 0.8941
8 H -2.6216 -0.2195 -1.7066
9 H 0.6568 2.0952 0.6048
10 H 1.8881 1.2730 -0.3955
11 H 0.9091 0.3504 2.3271
12 H 2.1043 -0.5537 1.3037
13 H -0.2787 0.2582 -2.2407
14 H -1.3386 -1.8994 0.1867

Output
Total charge ... 0
Energy above the lowest of the compared OMol25 structures with the same formula, charge and spin ... 3.807 eV
Calculated total energy ... -361.74094 hartree
E_LUMO ... 0.787 eV
Highest occupied orbital energy ... -0.289 Eh


Entry from the Open Molecules 2025 dataset: a single C4H7NO2 molecule at a distorted geometry (ωB97M-V/def2-TZVPD).

CARTESIAN COORDINATES (ANGSTROEM)
1 C -1.0941 -1.0015 1.0318
2 C -0.3131 -0.1352 0.0446
3 C -1.0249 1.1307 -0.3183
4 O -2.1980 1.3221 -0.1057
5 C 1.1734 -0.0151 0.2109
6 O 1.8697 -0.3566 1.1264
7 N 1.6428 0.3109 -1.1498
8 H -1.2197 -0.5127 2.0100
9 H -2.0995 -1.2027 0.6569
10 H -0.6003 -1.9564 1.2116
11 H -0.0032 -0.3652 -1.0632
12 H -0.4152 1.8677 -0.8766
13 H 2.3408 -0.3494 -1.4631
14 H 1.9413 1.2633 -1.3156

Output
Total charge ... 0
Energy above the lowest of the compared OMol25 structures with the same formula, charge and spin ... 2.157 eV
Calculated total energy ... -361.80158 hartree
E_LUMO ... 0.569 eV
Highest occupied orbital energy ... -0.363 Eh


Entry from the Open Molecules 2025 dataset: a single C4H7NO2 molecule (ωB97M-V/def2-TZVPD).

CARTESIAN COORDINATES (ANGSTROEM)
1 C 1.3968 -1.4022 -0.7668
2 C 0.3985 -0.6193 -0.0257
3 N -0.6029 -0.9016 0.9931
4 O -1.7742 -1.4574 0.2950
5 C -0.2822 0.3887 0.3866
6 C -0.5675 1.8364 0.5293
7 O 0.3422 2.6025 -0.2289
8 H 0.8891 -2.1318 -1.4053
9 H 2.0262 -0.7588 -1.3862
10 H 2.0259 -1.9507 -0.0582
11 H -2.1031 -2.0791 0.9595
12 H 0.2875 2.2955 -1.1428
13 H -1.6140 2.0584 0.2735
14 H -0.4222 2.1193 1.5769

Output
Total charge ... 0
Energy above the lowest of the compared OMol25 structures with the same formula, charge and spin ... 5.072 eV
Calculated total energy ... -361.69446 hartree
E_LUMO ... 0.813 eV
Highest occupied orbital energy ... -0.323 Eh


Entry from the Open Molecules 2025 dataset: a molecular structure, C4H7NO2 at a distorted geometry (ωB97M-V/def2-TZVPD).

CARTESIAN COORDINATES (ANGSTROEM)
1 O -0.4707 -1.4579 -2.0623
2 N -1.2144 -0.3346 -1.7091
3 C -0.7162 0.2136 -0.6986
4 C -0.9905 1.3519 0.1938
5 C -0.0192 0.4697 0.9053
6 C 1.1498 0.2347 0.0576
7 O 2.0065 -0.6620 0.3911
8 H -0.9667 -1.8017 -2.8158
9 H -1.9330 1.3863 0.7303
10 H -0.6155 2.3139 -0.1338
11 H -0.4674 -0.2417 1.5895
12 H 1.1866 -0.4175 2.9512
13 H 1.6936 0.9395 -0.5879
14 H 1.3683 -2.0034 1.3364

Output
Total charge ... 0
Energy above the lowest of the compared OMol25 structures with the same formula, charge and spin ... 12.230 eV
Calculated total energy ... -361.43140 hartree
E_LUMO (spin up / spin down) ... -0.889 / -0.276 eV
Highest occupied orbital energy (spin up / spin down) ... -0.273 / -0.350 Eh


Entry from the Open Molecules 2025 dataset: 2 unconnected molecules or ions with the total composition C4H7NO2 (ωB97M-V/def2-TZVPD).

CARTESIAN COORDINATES (ANGSTROEM)
1 C -0.2570 1.8349 -0.2315
2 C -0.4347 0.3253 -0.2803
3 C 0.9028 -0.3404 -0.1405
4 N 1.0395 -0.9919 0.9419
5 C -0.2311 -0.9090 1.6105
6 O -0.5192 -1.4146 2.6511
7 O -1.1049 -0.1544 0.8744
8 H 0.4201 2.0903 0.5895
9 H -1.2137 2.3334 -0.0670
10 H 0.1816 2.1916 -1.1686
11 H -0.9929 0.0050 -1.1692
12 H 1.6975 -0.2423 -0.8782
13 H 0.1243 -2.2323 -1.6870
14 H 0.3877 -2.4957 -1.0452

Output
Total charge ... 0
Energy above the lowest of the compared OMol25 structures with the same formula, charge and spin ... 1.788 eV
Calculated total energy ... -361.81516 hartree
E_LUMO ... 0.211 eV
Highest occupied orbital energy ... -0.398 Eh


Entry from the Open Molecules 2025 dataset: a single C4H7NO2 molecule (ωB97M-V/def2-TZVPD).

CARTESIAN COORDINATES (ANGSTROEM)
1 O 0.7035 0.5716 1.6075
2 C 0.5027 -0.4901 0.6898
3 C -0.9920 -0.7483 0.5317
4 O -1.6318 0.3275 -0.1630
5 C -0.8919 0.9763 -1.0867
6 N 0.3278 0.8345 -1.3974
7 C 1.1364 -0.1251 -0.6528
8 H 0.5726 1.3960 1.1189
9 H 0.9670 -1.3765 1.1347
10 H -1.2055 -1.6855 0.0016
11 H -1.4593 -0.7788 1.5188
12 H -1.4999 1.7381 -1.5728
13 H 1.3671 -0.9894 -1.2886
14 H 2.1033 0.3496 -0.4416

Output
Total charge ... 0
Energy above the lowest of the compared OMol25 structures with the same formula, charge and spin ... 1.453 eV
Calculated total energy ... -361.82745 hartree
E_LUMO ... 0.831 eV
Highest occupied orbital energy ... -0.362 Eh


Entry from the Open Molecules 2025 dataset: a single C4H7NO2 molecule (ωB97M-V/def2-TZVPD).

CARTESIAN COORDINATES (ANGSTROEM)
1 C 0.6844 0.3422 -1.9474
2 C 0.2145 0.5952 -0.5402
3 O -1.1587 0.2832 -0.4220
4 C -1.3443 -0.3983 0.8040
5 C 0.0191 -0.4089 1.4450
6 N 0.3197 -0.6557 2.6402
7 O 0.8951 -0.2176 0.4114
8 H 1.7695 0.4507 -2.0209
9 H 0.2101 1.0764 -2.6051
10 H 0.3868 -0.6606 -2.2657
11 H 0.3841 1.6395 -0.2384
12 H -1.5372 -1.4633 0.6382
13 H -2.1798 0.0338 1.3596
14 H 1.3365 -0.6165 2.7412

Output
Total charge ... 0
Energy above the lowest of the compared OMol25 structures with the same formula, charge and spin ... 1.308 eV
Calculated total energy ... -361.83280 hartree
E_LUMO ... 0.935 eV
Highest occupied orbital energy ... -0.377 Eh


Entry from the Open Molecules 2025 dataset: a single C4H7NO2S molecule at a distorted geometry (ωB97M-V/def2-TZVPD).

CARTESIAN COORDINATES (ANGSTROEM)
1 C 0.5815 -0.8228 1.1789
2 C -0.2405 0.5183 1.4937
3 C -1.4997 2.0597 -0.4951
4 C 0.8973 -1.8077 -1.1190
5 N 0.6345 -0.8289 -0.1354
6 O 0.8156 -1.7435 1.9478
7 O 1.0039 1.9293 -0.5925
8 S -0.0847 1.0814 -0.2358
9 H -1.2899 0.3259 1.5491
10 H 0.0761 1.1165 2.3357
11 H -1.5863 2.4117 -1.4180
12 H -2.4993 1.6524 -0.2991
13 H 1.4139 -1.2198 -1.9157
14 H 1.7900 -2.3931 -0.7303
15 H -0.0124 -2.2796 -1.5642

Output
Total charge ... 0
Energy above the lowest of the compared OMol25 structures with the same formula, charge and spin ... 5.918 eV
Calculated total energy ... -759.85906 hartree
E_LUMO (spin up / spin down) ... -1.022 / -1.022 eV
Highest occupied orbital energy (spin up / spin down) ... -0.339 / -0.339 Eh


Entry from the Open Molecules 2025 dataset: a single C4H7NO2S molecule at a distorted geometry (ωB97M-V/def2-TZVPD).

CARTESIAN COORDINATES (ANGSTROEM)
1 C 2.3366 -1.1218 0.4310
2 C -0.0933 0.3432 0.1023
3 C -0.8184 1.5310 -0.4832
4 C -1.1172 -0.6525 0.6361
5 N 0.7422 -0.2170 -0.9302
6 O 3.2917 -1.5116 0.9657
7 O 1.6251 -1.2313 -0.5661
8 S 1.1272 0.8480 1.3739
9 H -1.5048 1.2331 -1.4704
10 H -0.1705 2.2861 -0.7404
11 H -1.4751 1.9158 0.1575
12 H -1.5549 -0.4571 1.5717
13 H -0.6401 -1.6860 0.7633
14 H -2.0805 -0.7955 -0.0223
15 H 0.3321 -0.4843 -1.7890

Output
Total charge ... 0
Energy above the lowest of the compared OMol25 structures with the same formula, charge and spin ... 5.067 eV
Calculated total energy ... -759.89035 hartree
E_LUMO ... 0.019 eV
Highest occupied orbital energy ... -0.314 Eh


Entry from the Open Molecules 2025 dataset: a molecular structure, C4H7NO3 at a distorted geometry (ωB97M-V/def2-TZVPD).

CARTESIAN COORDINATES (ANGSTROEM)
1 C 2.1760 0.7332 0.1646
2 C 1.4033 -0.6611 -0.0414
3 C -0.6425 0.5184 -0.2386
4 C -2.1735 0.2332 -0.0811
5 H 1.5144 1.3476 0.8841
6 H 2.4764 1.0568 -1.1207
7 H 3.1647 0.2852 0.6330
8 H -0.2345 -1.6286 -0.3498
9 H -2.6206 0.3562 -1.0956
10 H -2.5357 0.9876 0.6416
11 H -2.1590 -1.3877 1.1098
12 N 0.0685 -0.6164 -0.2244
13 O 1.9761 -1.7285 -0.1640
14 O 0.0657 1.6209 -0.1467
15 O -2.4792 -1.1168 0.0292

Output
Total charge ... 0
Energy above the lowest of the compared OMol25 structures with the same formula, charge and spin ... 4.314 eV
Calculated total energy ... -436.98486 hartree
E_LUMO ... 0.070 eV
Highest occupied orbital energy ... -0.363 Eh


Entry from the Open Molecules 2025 dataset: a molecular structure, C4H7NO3 at a distorted geometry (ωB97M-V/def2-TZVPD).

CARTESIAN COORDINATES (ANGSTROEM)
1 C -0.7108 1.2320 0.2798
2 C -1.4792 0.1776 -0.3104
3 C 0.8137 1.1228 0.5349
4 C -0.6194 -1.5355 -0.8365
5 N -2.8464 -0.1449 0.0938
6 O -3.6510 0.7728 0.0666
7 O -3.0542 -1.2247 0.5259
8 O -1.1122 1.2727 -1.0723
9 H -1.3296 1.8599 0.9059
10 H 1.3671 1.4158 -0.3599
11 H 1.2441 0.1848 0.7016
12 H 0.9020 1.8544 1.3306
13 H -1.6088 -1.9948 -1.0665
14 H -0.0674 -1.7209 0.0407
15 H 0.1264 -1.3267 -1.5847

Output
Total charge ... 0
Energy above the lowest of the compared OMol25 structures with the same formula, charge and spin ... 7.366 eV
Calculated total energy ... -436.87270 hartree
E_LUMO ... 0.137 eV
Highest occupied orbital energy ... -0.380 Eh


Entry from the Open Molecules 2025 dataset: a single C4H7NO3 molecule at a distorted geometry (ωB97M-V/def2-TZVPD).

CARTESIAN COORDINATES (ANGSTROEM)
1 C -0.6997 -0.4583 -0.3269
2 C -0.6272 0.3443 0.9479
3 C -0.9105 -0.4764 2.1663
4 O -1.0143 -1.6779 2.1638
5 N 0.3876 -0.5889 -1.3093
6 C 1.4907 0.1614 -1.4754
7 O 1.3044 1.3906 -0.8248
8 O 2.4548 -0.0549 -2.1501
9 H -1.4665 0.1297 -0.9671
10 H -1.1361 -1.4713 -0.1583
11 H 0.4131 0.6632 0.9633
12 H -1.2029 1.2620 0.9263
13 H -1.1847 0.1354 3.0206
14 H 0.2289 -1.4003 -1.8800
15 H 1.9622 2.0415 -1.0962

Output
Total charge ... 0
Energy above the lowest of the compared OMol25 structures with the same formula, charge and spin ... 1.607 eV
Calculated total energy ... -437.08432 hartree
E_LUMO ... 0.613 eV
Highest occupied orbital energy ... -0.360 Eh


Entry from the Open Molecules 2025 dataset: 2 unconnected molecules or ions with the total composition C4H7NO3 at a distorted geometry (ωB97M-V/def2-TZVPD).

CARTESIAN COORDINATES (ANGSTROEM)
1 C -0.9475 0.3416 0.5006
2 C 0.3965 -0.0835 0.1990
3 C 1.5807 0.7944 0.3615
4 C 0.4264 -1.1363 -0.8340
5 N -2.2077 0.0854 -0.1395
6 O -2.4846 0.8261 -1.0674
7 O -2.9177 -0.7619 0.3757
8 O -0.3343 -0.4650 1.4038
9 H -0.9612 1.9951 1.2841
10 H 1.8574 1.3289 -0.6247
11 H 2.5064 0.1488 0.5806
12 H 1.5642 1.4910 1.2132
13 H -0.0528 -2.1423 -0.5281
14 H 1.5156 -1.4463 -0.8128
15 H 0.0588 -0.9762 -1.9120

Output
Total charge ... 0
Energy above the lowest of the compared OMol25 structures with the same formula, charge and spin ... 8.796 eV
Calculated total energy ... -436.82013 hartree
E_LUMO ... -1.100 eV
Highest occupied orbital energy ... -0.381 Eh


Entry from the Open Molecules 2025 dataset: a single C4H7NO3 molecule at a distorted geometry (ωB97M-V/def2-TZVPD).

CARTESIAN COORDINATES (ANGSTROEM)
1 C -1.7477 0.4794 1.1451
2 C 0.3478 -0.4639 -1.7623
3 C 1.2106 0.8612 0.1338
4 N 1.6657 0.0690 1.0649
5 C -0.0102 0.4230 -0.5822
6 O -0.8375 -0.3274 0.4462
7 O 1.0476 -1.5429 -1.3831
8 O 0.0112 -0.2560 -2.8948
9 H 1.2604 -2.0798 -2.1634
10 H 2.4962 0.3161 1.5846
11 H 1.1783 -0.7868 1.3415
12 H -0.6164 1.2575 -0.9449
13 H -2.4347 1.0118 0.4675
14 H -1.2347 1.2273 1.7686
15 H -2.3367 -0.1887 1.7786

Output
Total charge ... 0
Energy above the lowest of the compared OMol25 structures with the same formula, charge and spin ... 3.633 eV
Calculated total energy ... -437.00989 hartree
E_LUMO ... 0.651 eV
Highest occupied orbital energy ... -0.299 Eh


Entry from the Open Molecules 2025 dataset: a molecular structure, C4H7NO3 at a distorted geometry (ωB97M-V/def2-TZVPD).

CARTESIAN COORDINATES (ANGSTROEM)
1 C -0.5056 -0.5168 -0.7323
2 C -0.3160 0.9343 -1.0206
3 C 1.1982 0.6456 0.7369
4 C 0.1487 -0.4593 0.6763
5 H -1.9665 -1.7324 -0.7718
6 H -0.0651 -1.4714 -1.1588
7 H -1.2176 1.3345 -0.5081
8 H -0.4529 1.3601 -2.0649
9 H 1.0277 2.5447 -0.3208
10 H -0.4186 -0.0050 1.5140
11 H 1.0596 -1.9550 1.9452
12 N 0.9571 1.2079 -0.4976
13 O -1.9519 -0.7036 -0.4122
14 O 2.0523 0.6632 1.7002
15 O 0.4508 -1.8465 0.9145

Output
Total charge ... 0
Energy above the lowest of the compared OMol25 structures with the same formula, charge and spin ... 5.857 eV
Calculated total energy ... -436.92816 hartree
E_LUMO ... 0.266 eV
Highest occupied orbital energy ... -0.345 Eh


Entry from the Open Molecules 2025 dataset: a single C4H7NO3 molecule at a distorted geometry (ωB97M-V/def2-TZVPD).

CARTESIAN COORDINATES (ANGSTROEM)
1 C -0.1805 -0.1674 -0.0324
2 C 0.9575 -0.3566 -1.1235
3 C -0.5126 1.2775 0.3629
4 C -1.7507 -0.2853 -0.4262
5 H -0.7692 -1.2199 1.4639
6 H 0.7430 -0.2443 1.8737
7 H 0.8646 0.4392 -2.0360
8 H 0.8272 -1.4602 -1.4218
9 H 2.6018 -0.6568 -0.0454
10 H -0.5838 1.4767 1.4264
11 H -0.0421 2.1557 0.0909
12 N 0.2272 -1.0095 1.0867
13 O 2.1299 0.0562 -0.4130
14 O -1.8341 1.0809 -0.3415
15 O -2.6779 -1.0863 -0.4648

Output
Total charge ... 0
Energy above the lowest of the compared OMol25 structures with the same formula, charge and spin ... 4.094 eV
Calculated total energy ... -436.99293 hartree
E_LUMO ... 0.558 eV
Highest occupied orbital energy ... -0.368 Eh


Entry from the Open Molecules 2025 dataset: a single C4H7NO4 molecule at a distorted geometry (ωB97M-V/def2-TZVPD).

CARTESIAN COORDINATES (ANGSTROEM)
1 C -0.6480 0.0660 -0.9608
2 C 0.7483 -0.4134 -0.7451
3 C -1.2128 0.0057 0.5481
4 C -0.2978 0.7302 1.4265
5 H -0.9436 -0.8697 -2.8822
6 H -1.5484 -1.5311 -1.7423
7 H -0.5905 1.1175 -1.4561
8 H -2.2275 0.4448 0.6292
9 H -1.2017 -1.1881 0.8540
10 H 0.3004 1.0620 3.0873
11 H 2.1844 -0.8752 -1.9282
12 N -1.5100 -0.5919 -1.9689
13 O 1.1447 -1.1878 0.1509
14 O 0.7200 1.3733 1.1000
15 O -0.4126 0.5873 2.7256
16 O 1.4303 -0.3163 -2.0254

Output
Total charge ... 0
Energy above the lowest of the compared OMol25 structures with the same formula, charge and spin ... 2.078 eV
Calculated total energy ... -512.30609 hartree
E_LUMO ... 0.641 eV
Highest occupied orbital energy ... -0.380 Eh